Entry 1:
91
Properties=species:S:1:pos:R:3:lowdin_spin:R:1 method="wB97M-V/def2-TZVPD" gap_ev="8.03 / 7.56" de_lowest_ev=0.094 multiplicity=3 lumo_ev="-1.83 / -4.36" homo_energy_ev="-9.859 / -11.920" charge=+1 e_tot_ha=-6503.05923
Pt -0.068 0.483 -0.310 0.93
N -2.912 0.160 -0.329 0.06
P -2.058 1.355 -1.122 0.16
C -2.436 1.363 -2.874 0.04
C -1.487 0.910 -3.784 0.01
C -1.796 0.873 -5.138 0.00
C -3.047 1.280 -5.575 0.00
C -3.996 1.735 -4.665 0.00
C -3.692 1.783 -3.317 0.01
C -2.644 2.951 -0.519 0.01
C -2.264 4.117 -1.184 0.01
C -2.628 5.354 -0.678 0.00
C -3.379 5.432 0.490 0.01
C -3.764 4.275 1.151 0.00
C -3.392 3.034 0.652 0.01
P -1.739 -0.978 0.391 0.18
C -2.354 -0.973 2.101 0.02
C -1.458 -0.841 3.159 0.00
C -1.923 -0.735 4.461 0.00
C -3.287 -0.769 4.717 0.00
C -4.186 -0.894 3.667 0.00
C -3.721 -0.981 2.363 0.01
C -2.324 -2.440 -0.512 0.03
C -1.967 -2.563 -1.853 0.01
C -2.388 -3.657 -2.590 0.00
C -3.181 -4.632 -1.995 0.00
C -3.544 -4.510 -0.663 0.00
C -3.111 -3.419 0.084 0.01
H -3.865 -0.064 -0.590 0.00
H -0.510 0.595 -3.445 0.00
H -1.055 0.530 -5.848 0.00
H -3.285 1.251 -6.630 0.00
H -4.969 2.058 -5.011 0.00
H -4.426 2.160 -2.612 0.00
H -1.691 4.056 -2.104 0.00
H -2.335 6.257 -1.197 0.00
H -3.669 6.399 0.881 0.00
H -4.355 4.340 2.055 0.00
H -3.674 2.125 1.171 0.00
H -0.396 -0.827 2.948 0.00
H -1.221 -0.627 5.278 0.00
H -3.652 -0.694 5.733 0.00
H -5.250 -0.916 3.863 0.00
H -4.434 -1.058 1.550 0.00
H -1.343 -1.807 -2.322 0.00
H -2.098 -3.751 -3.628 0.00
H -3.518 -5.484 -2.572 0.00
H -4.165 -5.265 -0.198 0.00
H -3.391 -3.339 1.126 0.00
C -0.303 2.577 2.524 0.01
P 0.825 1.974 1.246 0.17
C 2.284 1.415 2.155 0.04
C 1.321 3.468 0.340 0.05
H 0.226 3.266 3.185 0.00
H -0.682 1.736 3.106 0.00
H -1.142 3.091 2.055 0.00
H 2.655 2.244 2.761 0.01
H 3.056 1.066 1.475 0.00
H 1.999 0.586 2.804 0.00
H 2.007 4.062 0.946 0.01
H 0.419 4.047 0.133 0.00
H 1.805 3.219 -0.601 0.01
F 3.378 1.563 -1.799 0.00
C 3.759 0.332 -2.169 0.00
F 4.934 0.071 -1.608 0.00
F 3.865 0.294 -3.488 0.00
S 2.482 -0.859 -1.569 0.01
O 2.524 -0.710 -0.128 0.04
O 1.253 -0.331 -2.170 0.04
N 2.765 -2.255 -2.151 0.00
S 4.142 -3.039 -1.863 0.00
O 5.210 -2.554 -2.672 0.00
O 4.356 -3.301 -0.470 0.00
C 3.658 -4.657 -2.602 0.00
F 4.731 -5.436 -2.624 0.00
F 2.719 -5.250 -1.848 0.00
F 3.185 -4.520 -3.834 0.00
C -0.599 -4.479 2.721 0.00
As 0.390 -3.661 1.305 0.01
C 2.214 -3.541 1.835 0.00
C 0.236 -4.757 -0.245 0.00
O -0.154 -2.108 0.980 0.06
H -0.088 -5.394 3.020 0.00
H -1.602 -4.714 2.381 0.00
H -0.650 -3.790 3.564 0.00
H 2.593 -4.527 2.098 0.00
H 2.260 -2.866 2.690 0.00
H 2.800 -3.131 1.015 0.00
H 0.716 -5.716 -0.059 0.00
H 0.734 -4.252 -1.068 0.00
H -0.821 -4.885 -0.472 0.00

Entry 2:
91
Properties=species:S:1:pos:R:3:lowdin_charge:R:1 method="wB97M-V/def2-TZVPD" gap_ev=6.22 lumo_ev=-4.08 homo_energy_ev=-10.304 charge=+1 e_tot_ha=-6388.92177
C 2.260 -3.100 -0.818 -0.13
C 0.623 -3.254 -0.742 -0.22
C -0.066 -3.898 -2.088 -0.18
O 0.420 -3.330 -3.360 -0.28
C -0.624 -2.443 -3.973 -0.15
C -0.581 -1.053 -3.043 -0.10
C -1.836 -0.853 -2.006 0.08
C -1.815 0.490 -1.023 -0.01
C -3.049 0.677 0.062 -0.15
O -3.497 -0.615 0.655 -0.24
C -2.384 -1.313 1.319 -0.09
C -0.560 1.538 -1.162 -0.03
C -0.407 2.897 -0.249 -0.18
C 0.978 2.868 0.687 -0.27
C 0.893 1.773 1.908 -0.54
Br 0.344 2.803 3.569 0.54
C 0.604 1.159 -2.276 -0.01
N 0.600 -0.078 -3.159 -0.49
I 2.172 -0.432 -4.466 1.04
H 2.575 -2.135 -1.439 0.06
H 2.718 -2.937 0.267 0.09
H 2.789 -4.039 -1.300 0.07
H 0.206 -2.169 -0.482 0.08
H 0.357 -3.915 0.216 0.13
H 0.231 -5.047 -2.106 0.14
H -1.242 -3.751 -1.959 0.13
H -1.691 -2.940 -3.959 0.15
H -0.338 -2.148 -5.068 0.11
H -2.759 -1.574 -1.883 0.13
H -3.932 1.241 -0.510 0.16
H -2.643 1.327 0.959 0.13
H -1.447 -0.630 1.535 0.09
H -2.671 -1.895 2.293 0.07
H -2.000 -2.134 0.542 0.09
H -1.315 3.098 0.465 0.10
H -0.255 3.793 -1.018 0.14
H 1.157 3.930 1.201 0.10
H 1.896 2.661 -0.011 0.10
H 1.935 1.260 2.158 0.09
H 0.037 0.957 1.749 0.05
H 1.505 1.905 -2.387 0.12
C 4.203 -6.636 -4.936 -0.26
S 3.237 -5.439 -3.984 0.80
O 2.492 -6.200 -2.927 -0.56
C 2.064 -5.056 -5.307 -0.25
H 4.985 -7.044 -4.290 0.05
H 3.558 -7.447 -5.281 0.06
H 4.665 -6.135 -5.790 0.05
H 1.553 -5.967 -5.629 0.06
H 2.598 -4.608 -6.149 0.05
H 1.329 -4.345 -4.925 0.01
C -0.684 6.624 3.197 -0.27
S -1.833 6.341 1.828 0.83
O -1.221 5.305 0.933 -0.59
C -1.584 7.953 1.045 -0.25
H -0.646 5.721 3.811 0.00
H 0.313 6.841 2.809 0.06
H -1.040 7.459 3.805 0.06
H -0.530 8.086 0.792 0.06
H -1.910 8.743 1.725 0.06
H -2.183 7.992 0.132 0.05
C -2.260 -3.493 6.494 -0.27
S -2.684 -4.074 4.834 0.83
O -2.050 -3.134 3.852 -0.58
C -4.440 -3.653 4.935 -0.27
H -1.186 -3.623 6.644 0.05
H -2.515 -2.435 6.596 0.06
H -2.803 -4.083 7.236 0.06
H -4.557 -2.585 5.135 0.06
H -4.910 -4.237 5.730 0.06
H -4.912 -3.897 3.980 0.05
C 7.582 -2.370 -5.418 -0.26
S 5.861 -1.912 -5.100 0.77
O 4.992 -2.860 -5.873 -0.58
C 5.915 -0.353 -6.016 -0.27
H 7.772 -3.346 -4.965 0.06
H 7.761 -2.430 -6.494 0.06
H 8.246 -1.628 -4.968 0.06
H 6.198 -0.539 -7.055 0.06
H 6.634 0.321 -5.546 0.06
H 4.921 0.101 -5.987 0.01
C -2.886 5.781 6.460 -0.26
S -4.144 5.799 5.160 0.79
O -4.077 7.137 4.486 -0.57
C -5.564 5.825 6.280 -0.27
H -1.900 5.801 5.990 0.03
H -2.999 6.658 7.102 0.06
H -2.986 4.867 7.051 0.06
H -5.509 6.699 6.933 0.06
H -5.575 4.910 6.878 0.05
H -6.478 5.876 5.683 0.05

Entry 3:
16
Properties=species:S:1:pos:R:3:nbo_charge:R:1 method="wB97M-V/def2-TZVPD" smiles=CC.CC gap_ev=12.60 de_lowest_ev=0.927 lumo_ev=1.15 homo_energy_ev=-11.450 e_tot_ha=-159.55090
C 2.063 0.160 -0.163 -0.62
C 1.890 -1.343 0.377 -0.62
H 2.912 0.310 -0.859 0.20
H 1.162 0.587 -0.577 0.21
H 2.436 0.753 0.643 0.20
H 0.731 -1.422 0.417 0.21
H 2.326 -1.524 1.314 0.20
H 2.521 -2.064 -0.251 0.21
C -2.047 1.073 0.490 -0.62
C -1.937 0.122 -0.716 -0.63
H -2.191 0.499 1.466 0.21
H -1.136 1.660 0.693 0.21
H -2.880 1.802 0.482 0.21
H -1.250 -0.708 -0.522 0.20
H -2.850 -0.475 -1.028 0.21
H -1.589 0.505 -1.714 0.21

Entry 4:
15
Properties=species:S:1:pos:R:3:nbo_charge:R:1 method="wB97M-V/def2-TZVPD" smiles="CC(C)=C(C)F" gap_ev=9.86 de_lowest_ev=0.399 lumo_ev=1.05 homo_energy_ev=-8.808 e_tot_ha=-295.74548
C 1.637 -0.893 0.581 -0.62
C 0.511 0.120 0.458 -0.10
C 0.342 1.224 1.492 -0.63
C -0.438 -0.004 -0.455 0.40
C -0.523 -1.053 -1.605 -0.69
H 1.399 -1.552 1.392 0.21
H 2.597 -0.437 0.818 0.21
H 1.749 -1.478 -0.352 0.22
H -0.392 1.956 1.137 0.23
H 0.055 0.827 2.479 0.21
H 1.340 1.677 1.628 0.21
H -0.077 -0.553 -2.535 0.23
H -1.589 -1.153 -1.760 0.23
H -0.191 -2.053 -1.227 0.23
F -1.563 0.711 -0.490 -0.34

Entry 5:
114
Properties=species:S:1:pos:R:3:lowdin_spin:R:1 method="wB97M-V/def2-TZVPD" gap_ev="7.12 / 7.10" multiplicity=5 lumo_ev="-2.91 / -2.90" homo_energy_ev="-10.028 / -10.004" charge=+1 e_tot_ha=-4520.16892
Ho 0.692 0.100 -0.393 4.04
N -1.926 -1.781 -2.289 0.00
P -2.346 -0.699 -1.013 0.00
C -3.224 -1.760 0.269 0.00
C -3.307 -1.198 1.551 0.00
C -3.673 -1.973 2.629 0.00
C -3.951 -3.317 2.528 0.00
C -3.944 -3.908 1.266 0.00
C -3.638 -3.088 0.177 0.00
C -3.660 0.359 -1.756 0.00
C -5.007 0.300 -1.270 0.00
C -6.008 1.035 -1.879 0.00
C -5.656 1.872 -2.935 0.00
C -4.377 1.900 -3.463 0.00
C -3.378 1.172 -2.820 0.00
P -0.235 -2.151 -2.571 0.00
C -0.023 -1.857 -4.331 0.00
C 0.645 -0.704 -4.751 0.00
C 0.986 -0.513 -6.071 0.00
C 0.648 -1.488 -7.019 0.00
C 0.048 -2.683 -6.616 0.00
C -0.349 -2.829 -5.298 0.00
C -0.008 -3.980 -2.357 0.00
C -0.983 -4.843 -1.834 0.00
C -0.633 -6.176 -1.608 0.00
C 0.658 -6.649 -1.918 0.00
C 1.601 -5.774 -2.384 0.00
C 1.247 -4.416 -2.569 0.00
H -2.601 -1.992 -3.009 0.00
H -3.021 -0.163 1.653 0.00
H -3.688 -1.496 3.592 0.00
H -4.181 -3.876 3.349 0.00
H -4.361 -4.931 1.193 0.00
H -3.684 -3.608 -0.792 0.00
H -5.303 -0.380 -0.470 0.00
H -6.994 1.136 -1.433 0.00
H -6.453 2.420 -3.474 0.00
H -4.129 2.445 -4.379 0.00
H -2.318 1.238 -3.123 0.00
H 0.854 0.076 -4.012 0.00
H 1.487 0.421 -6.397 0.00
H 0.934 -1.401 -8.071 0.00
H -0.100 -3.384 -7.385 0.00
H -0.750 -3.815 -4.974 0.00
H -1.960 -4.454 -1.669 0.00
H -1.371 -6.852 -1.192 0.00
H 0.895 -7.695 -1.882 0.00
H 2.571 -6.017 -2.785 0.00
H 1.980 -3.639 -2.908 0.00
C 5.851 -2.200 -0.481 0.00
Si 3.957 -1.917 -0.559 0.00
C 3.807 -1.667 -2.442 0.00
C 2.975 -3.442 0.101 0.00
C 3.292 -0.402 0.257 -0.01
C 3.601 0.874 -0.416 0.00
C 4.875 1.424 -0.756 0.00
C 4.916 2.652 -1.320 0.00
C 3.730 3.399 -1.608 0.00
C 2.508 2.804 -1.298 0.00
N 2.504 1.587 -0.684 -0.01
Si 3.707 -0.227 2.057 0.00
C 5.403 -0.897 2.485 0.00
C 2.538 -1.199 3.231 0.00
C 3.752 1.607 2.516 0.00
H 6.184 -2.729 -1.388 0.00
H 6.290 -2.794 0.407 0.00
H 6.316 -1.195 -0.538 0.00
H 4.105 -2.528 -3.052 0.00
H 4.402 -0.788 -2.728 0.00
H 2.760 -1.484 -2.786 0.00
H 3.401 -4.427 -0.189 0.00
H 1.935 -3.396 -0.210 0.00
H 3.159 -3.280 1.185 0.00
H 5.834 0.930 -0.554 0.00
H 5.810 3.222 -1.499 0.00
H 3.852 4.391 -1.985 0.00
H 1.525 3.255 -1.382 0.00
H 5.435 -1.977 2.411 0.00
H 5.694 -0.586 3.472 0.00
H 6.263 -0.616 1.861 0.00
H 3.061 -1.511 4.144 0.00
H 2.178 -2.135 2.837 0.00
H 1.732 -0.614 3.551 0.00
H 3.025 2.252 2.022 0.00
H 4.789 1.966 2.249 0.00
H 3.751 1.691 3.646 0.00
O 0.116 -1.674 1.177 0.00
H -0.743 -1.838 1.567 0.00
H 0.755 -2.430 1.251 0.00
F -0.009 0.952 -2.110 -0.01
N -1.925 4.846 4.912 0.00
C -2.900 5.727 5.299 0.00
C -3.248 6.259 6.597 0.00
C -4.288 7.155 6.592 0.00
C -4.994 7.517 5.448 0.00
C -4.674 6.960 4.227 0.00
C -3.589 6.027 4.177 0.00
N -3.082 5.421 3.106 0.00
C -2.072 4.724 3.564 0.00
C -1.277 3.777 2.819 0.00
C -1.547 3.724 1.472 0.00
C -0.976 2.797 0.638 0.00
N -0.152 1.850 1.103 -0.01
C 0.211 1.985 2.354 0.00
C -0.286 2.868 3.297 0.00
H -1.309 4.244 5.389 0.00
H -2.841 5.918 7.539 0.00
H -4.511 7.631 7.532 0.00
H -5.829 8.208 5.533 0.00
H -5.261 7.206 3.339 0.00
H -2.162 4.465 0.951 0.00
H -1.219 2.631 -0.405 0.00
H 0.833 1.211 2.655 0.00
H 0.059 2.808 4.316 0.00

Entry 6:
18
Properties=species:S:1:pos:R:3:nbo_charge:R:1 method="wB97M-V/def2-TZVPD" gap_ev=11.02 de_lowest_ev=5.217 lumo_ev=0.64 homo_energy_ev=-10.379 e_tot_ha=-782.14207
C 1.631 -0.825 0.081 -0.67
C 1.184 0.519 -0.549 0.07
C 1.235 1.737 0.399 -0.66
C -2.343 -1.535 -0.256 -0.84
H 0.924 -0.809 0.979 0.24
H 1.481 -1.604 -0.601 0.22
H 2.617 -0.958 0.816 0.24
H 1.773 0.891 -1.343 0.22
H 2.340 2.419 -0.076 0.21
H 0.391 2.436 -0.044 0.25
H 1.127 1.522 1.620 0.27
H -1.698 -2.317 0.439 0.25
H -2.131 -1.410 -1.318 0.22
H -3.528 -1.629 -0.164 0.28
O -0.206 0.209 -0.914 -0.73
O -1.097 0.136 1.426 -0.95
O -2.323 1.117 -0.505 -0.96
S -1.379 0.100 0.010 2.34

Entry 7:
17
Properties=species:S:1:pos:R:3:nbo_charge:R:1 method="wB97M-V/def2-TZVPD" smiles="NCC(N)=O.O.O" gap_ev=9.66 de_lowest_ev=0.804 lumo_ev=0.38 homo_energy_ev=-9.288 e_tot_ha=-417.44399
N -1.877 -1.358 0.420 -0.84
C -0.647 -0.769 0.929 -0.33
C 0.133 -0.021 -0.129 0.67
N 1.311 0.537 0.270 -0.84
O -0.225 0.047 -1.293 -0.64
H -2.069 -1.070 -0.524 0.38
H -1.805 -2.373 0.474 0.36
H -0.914 -0.163 1.800 0.20
H 0.054 -1.502 1.336 0.21
H 1.563 0.858 1.192 0.42
H 1.803 0.928 -0.509 0.40
H 2.071 1.207 3.658 0.48
H 3.021 2.439 3.177 0.49
O 2.689 1.533 2.987 -0.97
H -1.524 -0.314 -3.834 0.48
H -1.633 -0.162 -5.397 0.47
O -1.951 0.184 -4.555 -0.95

Entry 8:
9
Properties=species:S:1:pos:R:3:nbo_charge:R:1 method="wB97M-V/def2-TZVPD" smiles="N#CCOC=O" gap_ev=11.89 de_lowest_ev=2.248 lumo_ev=0.51 homo_energy_ev=-11.380 e_tot_ha=-321.29504
C 1.209 -0.818 0.595 0.65
C -0.856 0.266 0.105 -0.19
C -0.414 0.930 -1.217 0.24
H 1.314 -1.832 1.106 0.13
H -0.718 1.117 0.801 0.23
H -1.990 -0.142 0.026 0.26
N -0.379 1.304 -2.266 -0.29
O 1.957 0.108 0.338 -0.55
O -0.122 -0.934 0.512 -0.49